1.
# C21H33F9N5O7

4 unconnected molecules or ions with the total composition C21H33F9N5O7 at a distorted geometry (wB97M-V/def2-TZVPD, the Open Molecules 2025 dataset).

Structure (XYZ):
```
75
Properties=species:S:1:pos:R:3:forces:R:3:mulliken_charge:R:1
H 0.556549 -3.316163 -1.389117 1.1 1.1 0.4 0.324
H -3.475626 -3.641033 2.024178 0.0 -0.1 0.0 0.129
H -5.549135 -4.745214 1.100598 -0.2 0.0 0.2 0.329
H 2.140540 -2.380832 -1.700519 -1.0 0.0 0.9 0.356
O -1.488394 -1.873098 -1.836127 -1.4 0.1 -0.2 -0.389
H 4.170812 3.063547 -1.604936 0.1 -0.1 0.0 -0.099
C -3.891352 -1.415247 0.158604 1.1 0.7 -0.9 -0.722
H 5.715613 3.574669 -0.899002 0.0 0.0 -0.1 0.345
H -2.948805 -1.974735 0.486618 -1.4 0.6 -0.3 0.072
O -5.827434 -5.928790 2.798207 -0.7 -0.1 0.3 -0.316
H 2.001429 -4.199210 0.361002 -0.1 1.3 0.4 0.368
C -2.551906 0.825749 -0.781106 -1.0 -1.0 1.1 -1.035
F -8.368242 -7.273048 3.320295 0.3 0.4 -0.3 -0.247
F 9.087667 1.129080 0.382830 -0.5 0.0 -0.2 -0.241
H 0.494979 2.752080 0.526558 -0.4 -1.2 0.0 0.218
H 4.111736 -1.500533 2.664266 -1.4 0.1 -0.5 0.324
C 3.214629 -2.292979 0.800307 -0.4 0.1 1.4 -0.026
O 0.425895 6.101648 -3.112112 0.6 -0.9 0.7 -0.314
C 1.741292 4.846810 -1.618462 1.8 0.2 0.5 0.996
H -1.795257 -1.480307 -2.682181 0.5 0.1 0.4 0.410
C -4.185238 -4.146848 2.680517 -0.2 0.1 0.3 -0.964
H 6.048121 2.128337 -2.916830 0.3 -0.1 0.2 0.377
O 7.036894 1.313232 -1.334206 0.4 -0.7 0.5 -0.323
F 9.024758 -0.731698 -0.704894 -0.5 0.2 -0.1 -0.257
C -1.552022 7.496808 -2.890065 0.1 0.0 0.4 -1.105
H -2.894356 0.656463 -1.843703 0.5 0.4 1.1 0.329
N 0.972158 -0.146160 0.143869 -4.8 -1.0 -2.5 -0.055
H -0.565491 6.907255 -4.701224 0.3 -0.1 0.2 0.331
N -0.044910 1.929599 0.845779 -1.1 1.4 0.5 -0.179
H -2.487231 1.909606 -0.473821 0.2 -1.2 -0.8 0.446
O -0.670234 4.652157 -1.784449 0.7 -0.3 0.4 -0.536
F 8.291121 -0.636481 1.318261 -0.5 0.2 -0.4 -0.237
F 1.707641 4.175317 -0.451298 -0.5 0.0 -0.2 -0.297
F -8.841690 -5.601993 4.593603 0.5 0.2 -0.5 -0.234
H -0.476306 2.033713 1.772664 0.2 -0.2 -0.9 0.225
F 2.483257 5.939962 -1.399516 -0.6 -0.1 -0.1 -0.254
H 4.061876 -3.045138 0.940282 -1.1 1.1 -0.5 0.464
H -4.846412 -3.396404 3.119298 0.0 0.0 -0.1 0.331
H 2.381363 -1.997868 2.932662 0.7 0.6 -1.0 0.347
N -1.210129 0.217303 -0.578164 0.4 2.4 1.0 0.386
C 5.070334 2.716680 -1.100455 0.1 0.0 0.4 -0.527
N -0.834326 -0.977685 -1.081332 5.2 -0.3 1.6 0.404
O 5.924698 -0.131394 -0.013836 0.6 -0.1 0.2 -0.514
H 2.796332 -0.408233 2.057779 0.1 -1.3 0.0 0.196
H -4.789323 -1.728352 0.769878 1.2 0.6 -0.7 0.406
C 0.349796 5.173176 -2.150002 -1.3 0.9 -1.2 0.318
H -1.434297 5.591634 -3.923739 0.2 0.0 0.2 0.298
N -4.142922 0.828753 1.199516 1.9 -0.9 -2.4 -0.654
C 3.074118 -1.494865 2.189887 1.2 -0.2 0.2 -1.116
C 5.796903 1.691981 -1.948655 -0.6 0.4 -0.3 -0.337
H -0.911296 8.358168 -2.689704 -0.1 0.0 -0.2 0.313
H 5.175552 0.814204 -2.140364 0.2 0.0 0.2 0.278
H -3.636335 -4.607952 3.504475 0.0 0.0 -0.1 0.386
F 2.438157 4.080580 -2.477547 -0.7 0.1 -0.2 -0.319
C -3.564583 0.129986 0.254601 -1.5 0.5 1.5 0.692
C 1.863930 -3.083436 0.470995 0.0 1.0 -1.3 -0.731
H 3.479721 -1.501591 0.022627 -0.3 -1.4 0.8 -0.054
F -7.097400 -6.794370 4.995937 0.2 0.3 -0.4 -0.242
C 6.951173 0.378164 -0.372382 -1.2 0.7 -1.0 0.355
C -7.000554 -5.343122 3.102338 1.1 0.6 -1.0 0.360
C -0.128529 0.765064 0.170358 2.0 -4.0 -1.3 -0.178
C 1.303322 -2.562733 -0.964267 -1.5 0.3 1.2 -0.613
C -7.827838 -6.250658 4.007099 -1.1 -1.0 1.3 0.887
O -7.347550 -4.272587 2.688702 -0.3 -0.4 0.4 -0.512
H -4.287753 -5.914015 1.467603 -0.2 -0.2 0.2 0.352
C -4.973020 -5.191595 1.914508 0.5 0.3 -0.3 -0.272
C 8.338821 0.036095 0.160459 1.7 -0.4 0.8 0.879
H -1.838081 7.080096 -1.922074 -0.1 0.0 -0.1 0.307
H -3.798692 1.807779 1.134002 -0.4 -0.5 0.2 0.262
H -2.453875 7.839207 -3.399353 0.1 0.0 0.0 0.376
H -4.019911 -1.661814 -0.950477 -0.1 0.1 1.5 0.229
C -0.818104 6.472855 -3.732851 -0.8 0.5 -0.4 -0.200
H 4.785734 2.297649 -0.132578 0.0 -0.1 -0.1 0.298
H 1.069355 -2.838186 1.255017 1.1 -0.6 -1.0 0.345
C 0.488311 -1.229065 -0.634828 0.4 1.4 -0.1 0.051
```
Positions in Å, forces in eV/Å.

Properties
Orbital gap = 9.8 eV
HOMO = -0.483 hartree
F_max = 5.5 eV/Å
Total charge = +1

---

2.
# C4H8N2OS

2 unconnected molecules or ions with the total composition C4H8N2OS at a distorted geometry (wB97M-V/def2-TZVPD, the Open Molecules 2025 dataset).

Structure (XYZ):
```
16
Properties=species:S:1:pos:R:3:forces:R:3:mulliken_charge:R:1
H -0.893541 1.789832 -0.569931 0.0 0.0 0.0 0.305
H -1.528429 0.016774 0.998418 0.0 0.0 0.0 0.352
N -0.907773 -3.330928 -0.027208 -1.4 -0.3 0.2 -0.516
H 0.564158 1.576109 -1.562222 0.0 0.1 0.0 0.287
S 1.645276 -0.618831 -2.234566 0.0 0.2 -0.1 -0.307
H -0.325967 -1.248629 1.357568 0.0 0.1 0.0 0.355
H -0.037358 0.423886 1.871804 0.0 0.1 0.0 0.352
H 2.060277 -1.882589 -2.374422 0.0 0.0 0.0 0.160
N 0.209116 0.057643 -0.170500 0.0 0.1 -0.1 0.037
C -0.460608 -0.205118 1.086627 -0.2 -0.1 0.4 -1.103
O 1.386156 -3.737871 -0.059591 1.0 -0.1 -0.1 -0.431
H 0.708740 2.069410 0.139531 0.0 0.0 0.0 0.325
C 0.145878 1.454833 -0.565955 0.1 0.2 -0.2 -0.898
C 0.802691 -0.935029 -0.770131 0.0 -0.2 0.0 0.126
C 0.288753 -3.372332 -0.113410 0.2 -0.3 0.1 0.648
H -1.570504 -2.653919 -0.334250 0.2 0.3 -0.2 0.308
```
Positions in Å, forces in eV/Å.

Properties
Orbital gap = 9.0 eV
Energy above the lowest of the compared OMol25 structures with the same formula, charge and spin = 199.3 kJ/mol
HOMO = -0.307 hartree
F_max = 1.4 eV/Å
Total charge = 0

---

3.
# C4H9N2O

2 unconnected molecules or ions with the total composition C4H9N2O at a distorted geometry (wB97M-V/def2-TZVPD, the Open Molecules 2025 dataset).

Structure (XYZ):
```
16
Properties=species:S:1:pos:R:3:forces:R:3:mulliken_charge:R:1
H -1.083750 2.294132 -0.049275 0.6 -0.7 -0.1 0.221
O 1.331028 1.474524 -0.084452 -0.4 1.1 -0.7 -0.507
N -1.906198 1.705959 -0.031659 0.4 -0.7 -0.1 -0.294
C -1.899767 0.369349 -0.043863 0.3 0.1 -1.0 0.280
H 0.204944 0.107860 -0.300725 -1.6 1.0 0.4 0.172
C 0.617374 -2.153526 -0.052106 -1.2 -2.6 1.0 -0.911
H 0.770491 -3.221561 0.216145 -0.3 0.9 -0.3 0.257
H -2.869050 -0.249895 -0.167322 1.6 1.3 0.9 0.292
N -0.763151 -0.287119 -0.146362 0.6 0.8 -0.6 0.014
C 2.522941 1.336017 -0.033411 0.3 -1.6 1.8 0.003
H 2.890617 0.328319 0.126532 0.4 -0.8 -0.6 0.116
H 3.309737 2.040382 0.179799 -0.1 1.4 -0.5 0.291
H 1.550546 -1.673001 -0.287231 -0.2 0.7 -0.3 0.169
H -2.668015 2.246507 0.270506 -1.6 0.1 0.1 0.240
H -1.583304 -1.992907 0.418565 0.6 -1.5 -0.2 0.295
C -0.621578 -1.659740 0.040718 0.5 0.4 0.2 0.360
```
Positions in Å, forces in eV/Å.

Properties
Orbital gap = 9.6 eV
Energy above the lowest of the compared OMol25 structures with the same formula, charge and spin = 259.1 kJ/mol
HOMO = -0.493 hartree
F_max = 3.0 eV/Å
Total charge = +1

---

4.
# C9H8N2O

A molecular structure, C9H8N2O at a distorted geometry (wB97M-V/def2-TZVPD, the Open Molecules 2025 dataset).

Structure (XYZ):
```
20
Properties=species:S:1:pos:R:3:forces:R:3:mulliken_charge:R:1
H -3.751264 -0.860011 0.421132 -0.7 0.2 -1.0 0.353
N 3.539299 -1.590831 -1.065970 -0.6 -0.3 0.6 -0.489
C -0.842438 0.379245 -0.783001 1.3 1.3 -0.8 -0.276
H 2.157120 2.612760 1.340273 -1.4 -0.5 -0.7 0.356
H -0.284922 1.281347 -1.195058 -1.5 -1.1 0.3 0.502
C 1.436552 -0.434381 -0.494354 -0.7 4.8 1.5 -0.062
H 0.122551 -2.617572 0.630225 -0.5 1.0 -0.5 0.320
C -2.793314 -0.801452 -0.068493 1.7 -2.8 3.2 -0.609
O 2.982309 1.677984 -0.656492 1.0 0.4 -0.4 -0.539
N 1.937337 1.303537 -0.158276 -1.2 -4.9 -2.6 0.397
C -1.895213 -1.827041 0.441774 -0.4 0.0 -1.0 -0.374
C 0.032388 -0.623350 -0.409915 -0.6 -1.3 1.4 0.764
C 2.493884 -1.229228 -0.679150 2.4 -0.3 -1.3 0.162
H -2.374502 -2.713466 0.886175 0.5 0.5 0.0 0.335
H 1.088467 1.251607 1.694390 -0.4 0.8 -0.8 0.305
H -2.827107 1.044569 -1.081319 -0.1 0.3 0.4 0.349
C 1.302954 1.998847 0.877034 0.5 1.0 3.8 -0.835
H 0.416419 2.653245 0.673619 0.8 -0.7 -0.2 0.268
C -0.516928 -1.784053 0.242526 -0.5 -0.2 0.0 -0.433
C -2.223594 0.278253 -0.615126 0.5 1.9 -1.8 -0.495
```
Positions in Å, forces in eV/Å.

Properties
Orbital gap (spin up / spin down) = 8.5 / 6.6 eV
Energy above the lowest of the compared OMol25 structures with the same formula, charge and spin = 623.3 kJ/mol
HOMO (spin up / spin down) = -0.313 / -0.304 hartree
F_max = 5.7 eV/Å
Total charge = 0